[1]
# C5H8O2

A cluster of 2 separate species, C5H8O2 in total at a distorted geometry (ωB97M-V with the def2-TZVPD basis set, the OMol25 dataset).

Element x y z (Å)
1 O -1.75307 1.59405 -0.77181
2 O 1.33556 1.68150 0.49585
3 C 1.43095 -0.60297 -0.63248
4 C 0.94530 0.40283 0.39154
5 C -2.27120 -0.80127 -0.24512
6 C -2.51778 -0.05568 0.84427
7 C -1.48604 0.40838 -0.03903
8 H -3.15617 0.43928 1.59297
9 H 0.75079 -0.04418 1.33298
10 H 1.94090 1.75512 -0.26083
11 H -2.42625 -1.62698 -0.93924
12 H 0.70704 -0.48467 -1.49804
13 H 2.43562 -0.28253 -0.99149
14 H -2.62601 1.91580 -0.65884
15 H 1.53094 -1.73823 -0.42749

Computed properties:
- molecular weight (g/mol) = 100.12
- energy relative to the best compared isomer or geometry (same formula, charge and spin) (kcal/mol) = 160.7
- E (eV) = -9402.862
- E_LUMO (alpha / beta) (eV) = 0.960 / 0.959
- Kohn-Sham gap (alpha / beta) (eV) = 7.8 / 7.8
- maximum force (eV Å⁻¹) = 4.64

Atom charges from the natural (NBO) analysis, given in e for atoms 1 to 5:
1. O -0.759
2. O -0.642
3. C -0.714
4. C 0.198
5. C -0.219



[2]
# C5H8O2

A cluster of 2 separate species, C5H8O2 in total at a distorted geometry (ωB97M-V with the def2-TZVPD basis set, the OMol25 dataset).

Element x y z (Å)
1 O 3.62429 1.01857 0.74449
2 O 0.95123 -0.53034 0.47818
3 C -0.35972 -0.19433 0.02125
4 C 0.57905 -0.91483 -0.84158
5 C -0.60769 1.27806 -0.20967
6 C -1.46418 -0.94947 0.71956
7 C 2.97433 1.11842 -0.18367
8 H 1.09530 -0.37845 -1.63890
9 H -1.17049 -1.99055 0.88126
10 H -1.67462 -0.49657 1.69506
11 H -2.38478 -0.92805 0.12640
12 H 0.46367 -1.98794 -0.99480
13 H -1.48289 1.41900 -0.85379
14 H 0.25829 1.74792 -0.68445
15 H -0.80178 1.78855 0.74065

Computed properties:
- molecular weight (g/mol) = 100.12
- energy relative to the best compared isomer or geometry (same formula, charge and spin) (kcal/mol) = 34.2
- E (eV) = -9408.350
- E_LUMO (eV) = 1.018
- Kohn-Sham gap (eV) = 11.3
- maximum force (eV Å⁻¹) = 1.58

Atom charges from the natural (NBO) analysis, given in e for atoms 1 to 5:
1. O -0.507
2. O -0.508
3. C 0.208
4. C -0.115
5. C -0.630



[3]
# C5H8O2

An isolated molecule of C5H8O2 at a distorted geometry (ωB97M-V with the def2-TZVPD basis set, the OMol25 dataset).

Element x y z (Å)
1 O -1.39411 1.28443 0.24762
2 O -1.95420 2.86161 -1.82648
3 C -0.45798 1.33668 -0.54289
4 C 0.21092 -0.74609 0.73362
5 C 0.41304 0.04587 -0.58414
6 C 0.85639 -2.13285 0.71825
7 C -1.11151 2.73276 -0.98152
8 H 1.48268 0.17329 -0.79187
9 H 0.70264 -2.64395 1.67710
10 H 0.01103 -0.54832 -1.41769
11 H 0.61730 -0.16649 1.57265
12 H -0.86066 -0.84442 0.92835
13 H 1.93685 -2.07764 0.54682
14 H 0.42138 -2.76879 -0.06129
15 H -0.87378 3.49391 -0.21854

Computed properties:
- SMILES = CCCC(=O)C=O
- molecular weight (g/mol) = 100.12
- energy relative to the best compared isomer or geometry (same formula, charge and spin) (kcal/mol) = 56.1
- E (eV) = -9407.400
- E_LUMO (eV) = 0.613
- Kohn-Sham gap (eV) = 10.0
- maximum force (eV Å⁻¹) = 1.65

Atom charges from the natural (NBO) analysis, given in e for atoms 1 to 5:
1. O -0.505
2. O -0.544
3. C 0.475
4. C -0.396
5. C -0.486



[4]
# C5H8O2

An isolated molecule of C5H8O2 at a distorted geometry (ωB97M-V with the def2-TZVPD basis set, the OMol25 dataset).

Element x y z (Å)
1 O -1.09154 -1.68537 -0.03175
2 O -0.27934 0.90251 -1.54122
3 C 0.49056 0.24766 0.60557
4 C -0.93996 -0.37554 0.41366
5 C 1.62466 -0.64519 0.11002
6 C -1.29174 0.68550 -0.58560
7 C -0.01407 1.41110 -0.25858
8 H -0.74531 -1.65688 -0.93498
9 H 1.63365 -1.56855 0.70450
10 H 2.60598 -0.17214 0.20720
11 H -2.25561 1.12492 -0.83650
12 H -0.48786 2.31406 0.07475
13 H 0.69166 0.56675 1.63243
14 H -1.50720 -0.24152 1.34296
15 H 1.49410 -0.93462 -0.93733

Computed properties:
- SMILES = C[C@@H]1[C@H](O)[C@@H]2O[C@H]12
- molecular weight (g/mol) = 100.12
- energy relative to the best compared isomer or geometry (same formula, charge and spin) (kcal/mol) = 74.9
- E (eV) = -9406.583
- E_LUMO (eV) = 0.987
- Kohn-Sham gap (eV) = 10.6
- maximum force (eV Å⁻¹) = 2.14

Atom charges from the natural (NBO) analysis, given in e for atoms 1 to 5:
1. O -0.697
2. O -0.463
3. C -0.262
4. C 0.078
5. C -0.615



[5]
# C5H8O2

A cluster of 2 separate species, C5H8O2 in total (ωB97M-V with the def2-TZVPD basis set, the OMol25 dataset).

Element x y z (Å)
1 O -1.62404 1.57478 1.29683
2 O 2.41526 -1.42689 -1.92662
3 C -0.35387 0.99232 1.24389
4 C -0.48252 0.07762 -1.31318
5 C 0.15826 -0.56854 -0.10588
6 C -0.41108 -0.53911 1.32580
7 C 0.18083 0.77976 -0.19286
8 H -1.43787 -0.91210 1.37571
9 H -1.56862 0.12341 -1.43861
10 H -1.54716 2.48091 0.96921
11 H 1.71958 -2.09302 -1.86653
12 H 0.09024 -0.02044 -2.23065
13 H 0.37057 1.48562 1.90319
14 H 0.20734 -1.03701 2.07559
15 H 2.28308 -0.91729 -1.11589

Computed properties:
- SMILES = O[C@H]1CC2=C1C2.O
- molecular weight (g/mol) = 100.12
- energy relative to the best compared isomer or geometry (same formula, charge and spin) (kcal/mol) = 124.7
- E (eV) = -9404.423
- E_LUMO (eV) = 0.126
- Kohn-Sham gap (eV) = 9.3
- maximum force (eV Å⁻¹) = 0.35

Atom charges from the natural (NBO) analysis, given in e for atoms 1 to 5:
1. O -0.698
2. O -0.940
3. C 0.084
4. C -0.411
5. C -0.065



[6]
# C5H8O2

A cluster of 2 separate species, C5H8O2 in total at a distorted geometry (ωB97M-V with the def2-TZVPD basis set, the OMol25 dataset).

Element x y z (Å)
1 O -0.43872 -1.65657 0.35359
2 O 1.20705 0.65027 0.03887
3 C 3.31884 -0.51968 0.03133
4 C -0.54924 -0.54605 0.05617
5 C 2.42477 0.67219 0.08225
6 C -2.91545 0.24140 0.05166
7 C -1.39870 0.57717 -0.20999
8 H 2.84860 -1.43959 0.15964
9 H -1.25809 1.43462 0.33150
10 H 4.01447 -0.54847 -0.85511
11 H -2.85309 -0.60184 0.75815
12 H -3.47221 -0.19281 -0.92239
13 H -1.33992 0.99615 -1.24647
14 H -3.50480 1.08780 0.45540
15 H 3.91647 -0.15459 0.91542

Computed properties:
- molecular weight (g/mol) = 100.12
- energy relative to the best compared isomer or geometry (same formula, charge and spin) (kcal/mol) = 123.8
- E (eV) = -9404.465
- E_LUMO (alpha / beta) (eV) = 0.760 / 0.404
- Kohn-Sham gap (alpha / beta) (eV) = 7.8 / 6.2
- maximum force (eV Å⁻¹) = 4.65

Atom charges from the natural (NBO) analysis, given in e for atoms 1 to 5:
1. O -0.459
2. O -0.582
3. C -0.767
4. C 0.720
5. C 0.375



[7]
# C5H8O2

An isolated molecule of C5H8O2 (ωB97M-V with the def2-TZVPD basis set, the OMol25 dataset).

Element x y z (Å)
1 O 0.32096 2.16968 -1.01292
2 O -1.24818 -1.91901 -1.18543
3 C 0.19071 1.38323 -0.11265
4 C 0.38136 -0.25311 1.22739
5 C 0.77265 1.24913 1.29225
6 C -0.36262 -0.82429 -1.29150
7 C -0.47591 0.01647 -0.04213
8 H -0.61335 -0.17333 -2.14068
9 H 0.67658 -1.16244 -1.43649
10 H 1.83338 1.49458 1.38627
11 H -1.53879 0.13495 0.21301
12 H 0.19810 1.82772 2.02545
13 H -0.13928 -0.65244 2.09932
14 H -1.23209 -2.39361 -2.02310
15 H 1.23649 -0.89753 1.00122

Computed properties:
- SMILES = O=C1CC[C@@H]1CO
- molecular weight (g/mol) = 100.12
- energy relative to the best compared isomer or geometry (same formula, charge and spin) (kcal/mol) = 27.6
- E (eV) = -9408.636
- E_LUMO (eV) = 0.864
- Kohn-Sham gap (eV) = 10.5
- maximum force (eV Å⁻¹) = 0.55

Atom charges from the natural (NBO) analysis, given in e for atoms 1 to 5:
1. O -0.519
2. O -0.717
3. C 0.620
4. C -0.391
5. C -0.526



[8]
# C5H8O2

A cluster of 3 separate species, C5H8O2 in total at a distorted geometry (ωB97M-V with the def2-TZVPD basis set, the OMol25 dataset).

Element x y z (Å)
1 O 1.15254 -0.77002 1.27831
2 O 0.57123 -1.71914 -1.33828
3 C 0.77044 -0.38057 -1.03682
4 C 1.54331 -0.03483 0.18950
5 C -0.22356 0.44665 -0.25730
6 C 0.10681 0.18880 1.14036
7 C -1.28251 1.18998 -0.60278
8 H 1.08085 0.11988 -1.94287
9 H -2.05667 -0.78845 0.95053
10 H 2.33988 0.65276 0.39193
11 H -1.65858 1.16372 -1.61721
12 H -1.39455 -1.00157 1.46215
13 H 0.41183 -2.13782 -0.47891
14 H 0.17836 0.95393 1.90102
15 H -1.64607 1.99756 0.03258

Computed properties:
- molecular weight (g/mol) = 100.12
- energy relative to the best compared isomer or geometry (same formula, charge and spin) (kcal/mol) = 152.7
- E (eV) = -9403.211
- E_LUMO (eV) = 0.643
- Kohn-Sham gap (eV) = 8.5
- maximum force (eV Å⁻¹) = 3.63

Atom charges from the natural (NBO) analysis, given in e for atoms 1 to 5:
1. O -0.482
2. O -0.670
3. C 0.027
4. C 0.144
5. C -0.072



[9]
# C5H8O2

An isolated molecule of C5H8O2 (ωB97M-V with the def2-TZVPD basis set, the OMol25 dataset).

Element x y z (Å)
1 O 0.33855 2.02600 0.24646
2 O -1.32408 -0.63889 -1.38266
3 C 1.88601 0.56287 -0.93165
4 C -0.69796 1.05930 0.26213
5 C 0.98299 -0.23843 -0.85975
6 C -0.48359 -1.52262 0.68930
7 C -0.38267 -0.38848 -0.33863
8 H 2.68713 1.25473 -1.02219
9 H -0.09173 -2.44558 0.24820
10 H -1.52649 -1.70459 0.97352
11 H -0.84472 -1.08787 -2.09080
12 H -1.07476 0.95799 1.28584
13 H 0.10245 -1.30226 1.58780
14 H -1.46348 1.48684 -0.38753
15 H 0.96045 1.89879 0.97544

Computed properties:
- SMILES = C#C[C@](C)(O)CO
- molecular weight (g/mol) = 100.12
- energy relative to the best compared isomer or geometry (same formula, charge and spin) (kcal/mol) = 76.6
- E (eV) = -9406.512
- E_LUMO (eV) = 0.754
- Kohn-Sham gap (eV) = 10.6
- maximum force (eV Å⁻¹) = 0.98

Atom charges from the natural (NBO) analysis, given in e for atoms 1 to 5:
1. O -0.698
2. O -0.712
3. C -0.162
4. C -0.074
5. C -0.097



[10]
# C5H8O2S

A structure of composition C5H8O2S at a distorted geometry (ωB97M-V with the def2-TZVPD basis set, the OMol25 dataset).

Element x y z (Å)
1 S -2.23803 -0.03840 -0.08582
2 O -3.25071 0.96239 0.28614
3 O -2.73378 -1.40179 -0.14573
4 C -0.22914 0.21017 -1.12566
5 C -1.43836 0.25960 -1.67230
6 C -0.34962 0.07064 0.38776
7 C 0.24247 -1.23490 0.91979
8 C 0.00391 1.30073 1.25453
9 H 1.10502 -0.91852 1.49002
10 H 0.97661 1.08631 1.79589
11 H 0.53620 -1.72586 -0.05588
12 H -0.72049 1.49480 2.07280
13 H -1.62127 0.45530 -2.71959
14 H 0.68080 0.44191 -1.62895
15 H -0.19312 2.23671 0.68044
16 H -0.51352 -1.78370 1.43052

Computed properties:
- molecular weight (g/mol) = 132.18
- energy relative to the best compared isomer or geometry (same formula, charge and spin) (kcal/mol) = 64.4
- E (eV) = -20242.134
- E_LUMO (eV) = 0.749
- Kohn-Sham gap (eV) = 11.2
- maximum force (eV Å⁻¹) = 2.86

Atom charges from the natural (NBO) analysis, given in e for atoms 1 to 5:
1. S 2.067
2. O -0.898
3. O -0.929
4. C -0.195
5. C -0.457